Molecular formula: C23H25ClEuN2OPS
Method: DFT, ωB97M-V/def2-TZVPD

XYZ file:
```
55
C23H25ClEuN2OPS (ωB97M-V/def2-TZVPD)
Eu -0.447 -0.101 1.082
Cl -1.582 -2.260 0.890
C 1.433 -0.738 1.086
O 2.460 -1.264 1.150
P -0.457 0.020 -1.507
C 0.101 1.595 -2.142
C 0.601 -1.251 -2.183
C -2.097 -0.284 -2.141
C -0.001 -2.446 -2.561
C 0.752 -3.441 -3.170
C 2.119 -3.253 -3.386
C 2.726 -2.060 -2.992
C 1.975 -1.054 -2.389
H -1.072 -2.590 -2.382
H 0.272 -4.372 -3.474
H 2.711 -4.039 -3.857
H 3.797 -1.911 -3.156
H 2.453 -0.121 -2.085
C 0.919 2.445 -1.378
C 1.392 3.630 -1.921
C 1.045 3.989 -3.223
C 0.222 3.147 -3.979
C -0.244 1.946 -3.432
H 1.180 2.176 -0.347
H 2.031 4.284 -1.325
H 1.409 4.923 -3.651
H -0.058 3.425 -4.995
H -0.878 1.306 -4.027
C -2.211 -0.506 -3.502
C -3.469 -0.691 -4.082
C -4.612 -0.663 -3.283
C -4.492 -0.452 -1.907
C -3.245 -0.268 -1.339
H -1.318 -0.541 -4.137
H -3.550 -0.864 -5.155
H -5.595 -0.814 -3.733
H -5.386 -0.444 -1.278
H -3.146 -0.135 -0.257
H 0.161 1.531 0.987
H -1.881 0.798 0.848
S -1.140 -0.124 3.562
C 0.269 0.018 4.625
N 0.501 1.212 5.125
C 1.267 1.385 6.391
C 2.155 0.159 6.595
C 1.349 -1.136 6.466
N 0.755 -1.128 5.094
H -0.069 2.066 4.864
H 0.556 1.496 7.212
H 1.896 2.275 6.337
H 2.604 0.205 7.593
H 2.950 0.148 5.852
H 0.542 -1.168 7.200
H 1.993 -1.997 6.589
H 0.355 -2.060 4.823
```

Properties
- gap between HOMO and LUMO (spin up / spin down) (eV) = 6.2139 / 4.5632
- net charge = +2
- 2S+1 = 7
- HOMO level (spin up / spin down) (eV) = -14.56 / -14.35
- calculated total energy (Eh) = -2985.2791